DFT (ωB97M-V/def2-TZVPD) results for 12 unconnected molecules or ions with the total composition C48H125N5O20.

Output
net charge: 0
SMILES: COCCNCCOC.COCCNCCOC.COCCNCCOC.COCCNCCOC.COCCNCCOC.CC(C)O.CC(C)O.CC(C)O.CC(C)O.OCCO.OCCO.OCCO
electronic energy: -3682.09076 Ha
strongest force on any atom: 2.16 eV/Å

Last column: Löwdin charge in e.
Positions of all 198 atoms, in Å:
C -0.831 -1.992 -4.953  -0.196
C -1.415 -1.816 -6.361  -0.212
O -2.831 -1.616 -6.296  -0.065
O -1.009 -0.780 -4.207  -0.097
H 0.243 -2.137 -5.046  0.119
H -1.403 -2.759 -4.427  0.093
H -1.242 -2.748 -6.903  0.123
H -0.955 -0.935 -6.811  0.125
H -2.979 -0.674 -6.420  0.084
H -1.911 -0.451 -4.280  0.092
C 4.823 0.275 7.287  -0.251
C 5.349 -0.288 5.995  -0.264
O 4.425 -1.192 5.415  -0.085
O 4.584 -0.769 8.221  -0.062
H 3.909 0.875 7.172  0.116
H 5.536 0.959 7.751  0.121
H 6.271 -0.799 6.323  0.122
H 5.681 0.421 5.229  0.118
H 4.785 -1.392 4.534  0.048
H 4.150 -1.484 7.738  0.075
C 0.896 3.212 -4.576  -0.235
C 1.247 1.843 -4.020  -0.248
O 1.255 0.850 -5.030  -0.067
O -0.431 3.216 -5.101  -0.072
H 1.592 3.500 -5.370  0.119
H 0.953 3.911 -3.732  0.115
H 0.592 1.550 -3.196  0.099
H 2.254 1.925 -3.592  0.111
H 0.555 0.222 -4.811  0.032
H -0.644 4.130 -5.308  0.078
C 2.519 0.750 3.797  -0.106
O 1.710 1.800 3.310  -0.181
C 0.487 1.333 2.767  -0.206
C 0.650 0.373 1.568  -0.181
N 1.549 1.098 0.672  -0.026
C 2.080 0.262 -0.424  -0.168
C 0.997 -0.495 -1.180  -0.212
O 0.429 -1.539 -0.416  -0.187
C -0.408 -2.330 -1.231  -0.105
H 3.379 1.181 4.306  0.088
H 2.935 0.082 3.034  0.059
H 1.917 0.137 4.476  0.085
H -0.103 2.192 2.457  0.085
H -0.050 0.775 3.547  0.120
H -0.298 0.016 1.172  0.118
H 1.111 -0.542 1.968  0.093
H 2.339 1.392 1.240  0.068
H 2.725 -0.505 0.027  0.102
H 2.620 0.888 -1.133  0.091
H 1.415 -0.926 -2.099  0.106
H 0.207 0.197 -1.510  0.106
H -1.300 -1.767 -1.513  0.077
H -0.714 -3.217 -0.675  0.096
H 0.121 -2.701 -2.118  0.065
C 5.261 4.666 1.496  -0.115
O 5.705 3.461 0.919  -0.167
C 4.653 2.822 0.219  -0.228
C 4.960 1.382 -0.103  -0.207
N 4.727 0.447 0.975  -0.029
C 5.144 -0.899 0.657  -0.223
C 5.021 -1.796 1.891  -0.185
O 5.793 -1.367 3.001  -0.246
C 7.206 -1.404 2.847  -0.063
H 6.116 5.285 1.761  0.088
H 4.694 4.464 2.415  0.092
H 4.583 5.238 0.853  0.075
H 4.464 3.372 -0.713  0.135
H 3.698 2.892 0.761  0.095
H 5.991 1.407 -0.489  0.131
H 4.314 1.138 -0.950  0.084
H 5.240 0.681 1.821  0.123
H 6.157 -1.013 0.237  0.112
H 4.538 -1.402 -0.107  0.104
H 5.235 -2.834 1.614  0.133
H 3.997 -1.770 2.269  0.107
H 7.657 -1.245 3.822  0.091
H 7.526 -0.672 2.105  0.089
H 7.497 -2.417 2.545  0.097
C -3.327 1.578 2.217  -0.083
O -3.422 1.427 0.809  -0.173
C -2.435 2.203 0.135  -0.206
C -2.386 1.617 -1.266  -0.188
N -3.555 1.902 -2.122  -0.031
C -3.661 3.300 -2.467  -0.243
C -4.855 3.539 -3.374  -0.217
O -6.057 3.099 -2.757  -0.210
C -6.556 3.930 -1.726  -0.100
H -3.294 2.652 2.417  0.078
H -2.438 1.133 2.684  0.077
H -4.154 1.076 2.713  0.077
H -1.446 1.919 0.512  0.096
H -2.596 3.281 0.140  0.118
H -2.247 0.537 -1.194  0.105
H -1.535 1.967 -1.859  0.105
H -4.379 1.696 -1.559  0.104
H -2.770 3.629 -3.016  0.118
H -3.758 4.016 -1.634  0.104
H -4.745 2.954 -4.286  0.120
H -4.967 4.592 -3.654  0.118
H -7.501 3.521 -1.384  0.088
H -6.586 4.968 -2.079  0.089
H -5.839 3.884 -0.891  0.080
C -1.723 4.419 4.237  -0.109
O -3.098 4.615 3.973  -0.210
C -3.724 5.403 4.991  -0.209
C -4.112 4.582 6.217  -0.212
N -4.875 3.393 5.889  -0.051
C -6.272 3.633 5.551  -0.213
C -6.904 2.398 4.945  -0.239
O -6.531 2.193 3.594  -0.192
C -7.100 0.998 3.107  -0.120
H -1.301 3.902 3.375  0.051
H -1.414 3.872 5.131  0.094
H -1.206 5.388 4.233  0.091
H -4.645 5.684 4.464  0.113
H -3.190 6.351 5.099  0.123
H -4.709 5.227 6.870  0.120
H -3.202 4.380 6.788  0.108
H -4.419 3.001 5.065  0.100
H -6.474 4.508 4.920  0.119
H -6.779 3.806 6.506  0.121
H -7.991 2.493 5.055  0.122
H -6.594 1.523 5.529  0.124
H -6.876 0.154 3.768  0.089
H -6.677 0.826 2.118  0.086
H -8.189 1.078 3.015  0.088
C 3.453 -5.808 -5.779  -0.116
O 2.216 -5.912 -5.117  -0.174
C 2.124 -5.024 -4.032  -0.252
C 0.986 -5.385 -3.104  -0.198
N -0.264 -5.497 -3.833  -0.039
C -1.455 -5.245 -3.029  -0.197
C -2.680 -5.433 -3.872  -0.275
O -2.735 -6.753 -4.355  -0.160
C -3.990 -7.084 -4.885  -0.111
H 3.609 -6.674 -6.423  0.086
H 4.288 -5.883 -5.069  0.082
H 3.476 -4.853 -6.314  0.090
H 2.134 -3.990 -4.410  0.109
H 3.025 -4.999 -3.395  0.115
H 0.941 -4.611 -2.332  0.101
H 1.242 -6.288 -2.532  0.124
H -0.357 -6.328 -4.396  0.113
H -1.368 -4.206 -2.699  0.087
H -1.507 -5.926 -2.164  0.133
H -2.660 -4.687 -4.677  0.119
H -3.548 -5.191 -3.243  0.071
H -4.780 -7.009 -4.125  0.087
H -3.947 -8.125 -5.199  0.089
H -4.310 -6.443 -5.714  0.093
C -6.331 -2.885 -1.618  -0.058
C -4.886 -3.232 -1.991  -0.468
C -4.677 -3.534 -3.480  -0.068
O -4.055 -2.140 -1.616  -0.053
H -6.755 -2.047 -2.174  0.079
H -6.335 -2.592 -0.566  0.076
H -6.990 -3.755 -1.685  0.078
H -4.645 -4.121 -1.402  0.137
H -3.626 -3.462 -3.751  0.044
H -5.253 -2.802 -4.051  0.097
H -5.029 -4.545 -3.695  0.073
H -4.181 -1.434 -2.259  0.086
C 3.925 -1.600 -3.211  -0.054
C 5.175 -1.854 -3.997  -0.485
C 6.492 -1.340 -3.409  -0.049
O 5.263 -3.278 -4.143  -0.067
H 3.046 -1.672 -3.851  0.070
H 3.920 -0.585 -2.804  0.072
H 3.842 -2.332 -2.405  0.089
H 5.145 -1.372 -4.986  0.138
H 6.558 -0.258 -3.560  0.081
H 7.352 -1.803 -3.883  0.076
H 6.468 -1.529 -2.333  0.065
H 5.764 -3.502 -4.931  0.087
C 1.594 5.070 1.123  -0.053
C 0.223 4.655 0.606  -0.485
C -0.588 5.768 -0.033  -0.035
O 0.426 3.610 -0.356  -0.084
H 1.527 5.803 1.934  0.088
H 2.213 5.565 0.366  0.078
H 2.184 4.213 1.450  0.050
H -0.341 4.211 1.435  0.098
H -1.303 5.358 -0.742  0.068
H 0.109 6.433 -0.550  0.079
H -1.063 6.365 0.745  0.080
H 1.055 2.970 0.021  0.039
C 1.291 -2.790 3.605  -0.057
C 1.338 -3.592 4.891  -0.471
C 1.019 -2.693 6.079  -0.060
O 0.318 -4.616 4.832  -0.066
H 1.476 -3.511 2.808  0.090
H 2.078 -2.036 3.671  0.046
H 0.325 -2.298 3.498  0.086
H 2.267 -4.130 5.077  0.140
H 1.142 -3.179 7.049  0.082
H 0.009 -2.299 5.944  0.083
H 1.723 -1.858 6.155  0.062
H -0.527 -4.178 4.981  0.077

Atomic forces in eV per Å
-1.2973 1.0865 -0.4577
-0.0525 -0.3093 0.8080
0.1905 0.1802 0.1250
0.6787 0.2743 0.1108
-0.0163 -0.4538 0.3339
0.5932 -0.4451 -0.1468
0.1269 0.2218 -0.3048
0.2425 -0.2663 -0.3062
-0.2183 -0.0626 -0.0347
-0.0921 -0.1909 -0.0642
-0.7719 0.5321 0.2189
1.0244 -0.2914 0.0225
-0.1330 0.0285 0.1747
0.0809 -0.0887 -0.1317
-0.0607 -0.1835 -0.3127
0.2559 -0.1851 -0.1397
-0.0976 -0.2795 -0.3047
-0.2828 0.4780 0.3426
-0.0006 -0.1137 0.1419
-0.0099 0.0719 0.0436
-0.3536 -0.1486 0.3641
0.1930 0.0796 -0.3067
0.1625 -0.0815 0.1275
-0.0090 -0.1137 0.1256
0.1744 -0.0715 0.1300
0.2007 0.0961 -0.0992
-0.2218 0.2073 -0.1051
0.0678 0.0140 -0.0253
-0.2621 0.0832 -0.0219
-0.0922 -0.0376 -0.0584
-0.0649 -0.2262 0.3237
0.1436 0.1052 -0.6384
-0.5875 -1.0033 -0.0494
1.0916 0.7521 1.5467
-0.2977 -0.4252 -1.2190
-0.9920 -0.7721 0.7359
-0.2017 0.5175 -0.3763
0.4437 -0.2187 -0.0649
-0.1924 -0.2197 0.2387
-0.1884 0.1325 0.1951
-0.2218 0.2120 -0.2388
0.2568 -0.0315 0.2231
0.1089 0.2058 0.1229
-0.1669 0.1889 0.1208
-0.0393 0.6020 -0.3259
0.1273 -0.0888 -0.2472
-0.0067 -0.1181 -0.0191
0.1477 0.1746 -0.3890
-0.2205 -0.1435 0.0491
0.1814 0.0758 0.0145
-0.0210 0.0041 0.0984
-0.0427 -0.1069 -0.2499
-0.0113 0.1504 0.2453
-0.0025 0.3451 -0.1000
-0.2917 0.1697 0.6035
-0.1227 -0.2434 -0.0390
-0.6548 0.3122 -0.0220
0.5930 0.7759 -0.4703
0.3674 -0.2826 0.0473
0.1369 -1.2351 0.2015
-0.2079 0.1441 -0.2506
0.0868 0.2532 0.2552
-0.3988 -0.7151 -0.1624
0.0984 -0.1038 -0.1352
0.0278 -0.0385 -0.0053
0.2215 -0.0683 -0.2637
0.1406 -0.0581 -0.1230
0.2351 -0.0532 0.2742
0.0915 -0.4102 0.0737
0.3884 -0.2364 0.1847
-0.0710 0.4968 -0.1036
0.1817 0.4435 0.1561
-0.3335 0.4386 -0.0047
0.2562 0.0137 0.0887
-0.0737 0.0069 -0.1759
-0.0808 0.3568 -0.0179
0.2325 0.0269 0.1006
0.1272 0.0962 -0.2396
0.1124 0.3619 -0.0320
0.0581 0.1867 0.4637
0.6602 -1.8615 -0.7275
-0.2010 0.4675 -1.2544
-0.1792 -0.2060 0.8976
0.0958 0.9622 -0.6872
-0.3478 -0.2510 0.3473
-0.5311 -0.3944 -0.4607
1.4868 -0.2020 0.0299
-0.3247 -0.0275 0.5194
0.3359 -0.0677 -0.5297
-0.3468 0.3069 -0.2624
0.0448 0.6369 0.4785
-0.1423 0.0548 0.3370
-0.2375 -0.0518 0.1801
0.2186 0.2578 0.4524
-0.0530 -0.2759 -0.2524
0.0864 -0.2046 0.0290
0.1330 -0.2974 0.2777
-0.0819 -0.0998 -0.0038
0.2160 0.1373 0.0585
-0.1516 0.2123 -0.2090
-0.4565 -0.0112 0.1572
-0.3341 0.2252 0.1609
0.7188 0.4720 -1.0473
0.6543 -0.2744 1.0026
-1.3395 -0.0849 -1.6928
0.3459 1.0393 0.2971
0.6841 -0.1247 -0.6827
-0.0747 -0.1634 0.4573
-0.0336 0.0243 0.2495
-0.0796 0.1996 0.3818
0.0478 0.0853 -0.2371
-0.1513 -0.2493 0.0616
-0.5787 -0.0679 0.1917
-0.0408 0.0652 0.2775
-0.1105 0.1241 0.3067
0.3026 -0.2164 0.6663
-0.0448 -0.0195 0.0000
-0.1164 -0.5337 0.0223
-0.1098 -0.1570 0.1124
0.1646 -0.0455 -0.1371
-0.1681 0.0823 -0.1092
-0.0985 -0.0536 -0.2582
-0.0001 -0.0111 0.1134
0.0781 -0.0350 -0.0517
-0.0039 -0.0927 0.0262
-0.0175 0.0509 0.0416
0.1957 -0.1544 0.3341
0.0576 -0.6513 0.3867
0.8491 0.5459 0.5980
-0.0797 -0.1910 -0.5906
-0.2729 0.8186 0.2956
0.9921 -0.6453 -0.4411
0.0123 -0.0424 0.6803
0.2201 0.0600 -0.0715
-0.4428 -0.2062 0.2292
-0.4892 0.2138 -0.3398
-0.0741 0.4109 0.0982
0.3736 -0.1304 -0.1873
-0.7325 0.0379 -0.0300
0.2197 -0.5305 -0.2925
-0.2794 0.1347 -0.2391
0.0567 -0.2088 -0.2075
0.2145 -0.1491 0.1476
-0.4164 -0.1378 0.2241
-0.0994 0.2097 0.1345
-0.0610 -0.3819 -0.3494
0.7002 -0.9417 -0.2358
0.0847 0.0133 0.1144
0.0362 0.0734 -0.1698
0.2864 0.0169 -0.1453
0.0043 -0.2833 0.4125
-0.7102 0.4340 -0.6145
-1.0257 0.7834 0.5129
0.4627 -0.2606 0.3556
0.1432 -0.0961 -0.2489
0.0347 0.0215 0.0100
-0.0144 0.0510 -0.2623
0.5979 0.2597 0.1871
-0.4699 0.4464 0.1150
0.0285 -0.0236 -0.1865
-0.3264 0.4294 -0.3333
-0.0708 0.0438 0.0113
-0.1791 0.5496 0.0859
1.2808 -0.2367 -0.9656
-0.8839 0.4678 0.6500
-0.3246 -0.1600 -0.0613
-0.0052 -0.1535 0.0082
0.0317 -0.0584 0.1163
0.0186 0.0831 0.0638
-0.5447 -0.2555 -0.0061
0.0439 -0.0566 0.0891
0.0053 -0.1400 0.0378
0.4296 -0.0860 0.0196
0.0803 0.0937 -0.0139
0.1869 0.7588 0.1616
0.5506 -0.9633 -0.2024
0.8304 0.1135 0.2441
-0.1205 0.5860 -0.3211
-0.0731 -0.2320 0.1524
-0.3331 -0.0825 -0.3203
-0.3032 -0.0482 0.3008
-0.0793 0.1658 0.1019
-0.1553 0.0516 0.0996
-0.1726 -0.0129 -0.2614
-0.2609 -0.0525 -0.0873
-0.3693 -0.3659 0.0176
0.9209 -0.6067 0.4602
-1.5029 0.1073 0.8347
0.8257 0.2782 0.2471
0.4201 -0.1024 -0.0037
-0.1031 0.4191 -0.3828
-0.0321 0.0308 -0.3662
-0.0367 -0.0609 -0.1039
0.1342 0.0948 -0.3707
-0.4429 -0.3549 -0.1451
-0.0170 0.0822 0.2542
-0.1258 0.1318 -0.3734
-0.0016 -0.0597 -0.0416


DFT (ωB97M-V/def2-TZVPD) results for a molecular structure, C3H6I3N.

Output
net charge: 0
energy above the lowest of the compared OMol25 structures with the same formula, charge and spin: 6.69 kcal/mol
strongest force on any atom: 3.72 eV/Å

Last column: natural (NBO) charge in e.
Positions of all 13 atoms, in Å:
C -1.026 -0.572 1.052  -0.442
C 1.643 1.329 -0.664  -0.629
C 0.394 0.517 -0.722  -0.098
N 0.307 -0.259 0.622  -0.636
I 1.875 2.502 -2.365  0.141
I 0.520 -0.854 -2.540  -0.034
I 1.575 -1.815 0.761  0.329
H -1.580 0.436 1.062  0.209
H -1.572 -1.239 0.228  0.178
H -1.218 -1.154 2.004  0.237
H 1.494 1.944 0.256  0.252
H 2.552 0.712 -0.513  0.251
H -0.475 1.031 -1.117  0.241

Atomic forces in eV per Å
-3.2099 -0.4218 -1.8374
0.2239 0.0102 1.4635
0.6516 -2.9782 0.8500
0.1144 1.7514 -1.7456
0.2578 0.7100 -0.3275
-0.2593 0.0874 0.4782
0.3595 -0.3505 0.2417
0.5475 -1.5631 0.2879
0.8428 1.2199 1.4645
1.0383 1.0257 -0.8912
0.4305 -0.0489 -0.8489
-0.6403 0.3505 -0.2196
-0.3567 0.2073 1.0844


DFT (ωB97M-V/def2-TZVPD) results for 2 unconnected molecules or ions with the total composition C5H13NO.

Output
net charge: 0
energy above the lowest of the compared OMol25 structures with the same formula, charge and spin: 73.13 kcal/mol
SMILES: CCC/C=C/N.O
strongest force on any atom: 8.89 eV/Å

Last column: natural (NBO) charge in e.
Positions of all 20 atoms, in Å:
C 1.988 -1.790 -0.776  -0.590
C 0.798 -0.917 -0.486  -0.373
C 0.859 0.193 0.537  -0.441
C -0.124 1.358 0.497  -0.272
C -0.625 1.765 -0.687  -0.019
N -1.854 2.464 -0.784  -0.832
H 2.088 -2.493 -0.076  0.195
H 2.862 -1.310 -0.991  0.203
H 1.733 -2.353 -1.678  0.201
H 0.759 -0.293 -1.468  0.174
H -0.128 -1.490 -0.295  0.204
H 0.580 -0.155 1.520  0.221
H 1.799 0.594 0.660  0.199
H -0.548 1.864 1.352  0.186
H -0.015 1.422 -1.500  0.187
H -1.974 3.032 0.001  0.375
H -2.229 2.687 -1.634  0.379
H -1.804 -2.225 2.141  0.451
H -2.356 -0.987 1.418  0.476
O -1.810 -1.366 2.248  -0.924

Atomic forces in eV per Å
-2.9686 0.1677 -1.9115
-0.6522 2.5860 -2.4195
-1.6645 0.2875 2.1092
-0.6503 0.3476 -2.4925
-0.4180 -0.4979 1.4874
2.7277 -1.9430 1.0807
0.9286 -2.7080 3.0413
2.3632 1.5894 -0.2264
0.0441 0.0035 -0.0960
-0.7982 -1.3949 1.1741
0.4088 0.1966 -0.5681
0.3955 -0.8913 0.5198
2.6344 0.6452 0.0551
0.0904 -0.6883 0.7230
-0.8683 0.0679 -1.1183
-0.7980 1.1650 0.8347
-0.8028 1.0306 -2.1730
0.0147 -7.0556 -0.9014
1.9942 -1.3265 2.9444
-1.9808 8.4186 -2.0630


DFT (ωB97M-V/def2-TZVPD) results for 4 unconnected molecules or ions with the total composition C3H13NO3.

Output
net charge: 0
energy above the lowest of the compared OMol25 structures with the same formula, charge and spin: 57.37 kcal/mol
SMILES: C=CNC.O.O.O
strongest force on any atom: 4.93 eV/Å

Last column: natural (NBO) charge in e.
Positions of all 20 atoms, in Å:
C -2.200 0.451 0.657  -0.531
C -1.133 -0.343 0.979  0.009
N -0.207 -1.038 0.163  -0.640
C 0.180 -2.285 0.714  -0.412
H -2.371 1.283 -0.060  0.191
H -3.183 0.221 1.134  0.209
H -1.267 -0.857 1.969  0.183
H -0.174 -1.040 -0.778  0.415
H -0.439 -3.206 0.610  0.185
H 0.257 -2.134 1.807  0.190
H 1.241 -2.460 0.472  0.201
H 2.183 1.030 2.024  0.488
H 1.371 0.638 0.717  0.487
O 2.085 1.123 1.043  -0.978
H -1.476 0.944 -2.001  0.464
H -0.038 1.133 -2.232  0.492
O -0.709 0.481 -2.297  -0.962
H 1.918 2.008 -0.907  0.487
H 2.383 1.996 -2.255  0.473
O 1.576 2.056 -1.758  -0.951

Atomic forces in eV per Å
-0.5507 0.4364 0.1132
-2.4928 -1.4471 -1.2967
-0.0995 1.0778 4.8126
1.8795 -0.7964 2.0968
0.7906 -1.2086 -0.1806
1.3169 0.7227 0.7546
0.2560 0.3005 -1.1254
-0.6731 1.0932 -3.7252
0.0854 0.7726 -0.5991
-0.1135 -0.2741 -0.3243
-0.4302 -0.5227 -0.3660
-0.5194 -0.0550 -1.5938
-2.0929 -1.6969 -0.3426
2.5252 1.6232 1.7961
-1.0315 0.2280 0.2878
1.5871 1.0116 0.0825
-0.5185 -1.3657 -0.4793
0.6101 -0.1019 3.1622
0.3593 -0.0284 -0.8997
-0.8881 0.2308 -2.1730